A structure of composition C16H33BCrF4N2P2Te in a non-equilibrium geometry. Source: the OMol25 dataset; level of theory: wB97M-V/def2-TZVPD.

Its spin multiplicity is 2. The calculation puts the orbital gap (alpha / beta) at 5.957 / 6.641 eV. As for the energy above the lowest of the compared OMol25 structures with the same formula, charge and spin: 72.00 kJ/mol. The charge is +3. As for the lowest unoccupied orbital energy (alpha / beta): -10.10 / -9.42 eV.

Cartesian coordinates (Å):
1 C -5.402 -2.078 -2.998
2 P -0.736 -1.079 1.969
3 F 2.288 0.900 -4.461
4 C 2.592 2.267 -1.182
5 C 0.197 -1.962 3.260
6 H 1.920 -1.555 4.531
7 H 4.356 3.563 -0.975
8 C -3.353 -1.287 -2.024
9 C -4.021 -2.144 -2.895
10 C 3.977 2.756 -1.599
11 C -1.719 0.124 2.910
12 N 3.924 3.282 -3.020
13 H -0.509 -2.351 3.997
14 P 2.136 -0.140 2.601
15 H 0.714 -0.280 4.529
16 H 3.873 -1.756 3.039
17 H -2.397 -2.762 2.227
18 H 3.451 0.790 4.350
19 B 1.011 0.826 -4.086
20 H 4.705 1.946 -1.601
21 H 2.191 1.639 -1.962
22 H 3.138 -2.060 1.455
23 H -1.332 -1.472 -2.853
24 F 0.504 1.891 -3.485
25 Cr 0.824 0.067 0.519
26 H 4.850 3.588 -3.336
27 H -3.335 0.216 0.704
28 C 3.481 -1.283 2.138
29 F 1.300 -0.467 -1.109
30 C 2.957 1.217 3.475
31 H 3.599 2.563 -3.678
32 N 2.607 1.453 0.046
33 H 3.721 1.704 2.868
34 H -1.362 -3.122 0.835
35 H 1.908 3.103 -1.038
36 H 0.687 -2.823 2.798
37 H 4.301 -0.740 1.663
38 H -1.079 0.832 3.439
39 H -3.467 -2.858 -3.492
40 Te -1.365 0.572 -1.128
41 H -1.484 -2.103 -1.212
42 H -2.647 -1.905 0.697
43 H -2.378 0.693 2.261
44 H 3.249 0.672 -0.080
45 H -3.706 1.584 -0.347
46 C -5.455 -0.303 -1.377
47 C -6.117 -1.160 -2.241
48 C -1.895 -2.328 1.360
49 H -7.193 -1.102 -2.334
50 H 2.945 1.987 0.842
51 C -4.069 -0.368 -1.268
52 H 3.297 4.087 -3.112
53 C -3.331 0.563 -0.325
54 H -5.920 -2.737 -3.681
55 C 1.209 -1.021 3.899
56 H 2.238 1.965 3.809
57 H -6.016 0.417 -0.792
58 C -1.846 -1.348 -1.905
59 F 0.308 -0.258 -4.265
60 H -2.323 -0.415 3.642

A cluster of 7 separate species, C16H33Cl12NOP in total in a non-equilibrium geometry. Source: the OMol25 dataset; level of theory: wB97M-V/def2-TZVPD.

The calculation puts the orbital gap at 8.348 eV. The charge is +1. As for the lowest unoccupied orbital energy: -3.97 eV.

Cartesian coordinates (Å):
1 Cl -3.305 -8.051 -4.123
2 C 4.135 1.360 -2.602
3 Cl -2.951 -0.116 -1.732
4 H -4.994 -5.107 -5.564
5 N 0.574 2.033 -0.126
6 Cl 1.406 1.376 -2.887
7 C -4.189 -2.265 -2.887
8 H -4.306 -1.793 2.094
9 H -3.026 2.497 2.312
10 H 2.113 3.415 0.224
11 H 3.100 0.502 -4.259
12 C 1.790 -3.460 5.386
13 P -2.693 3.583 1.509
14 Cl 1.558 -4.810 6.521
15 H 0.865 3.944 -1.008
16 H -5.260 -7.617 -5.365
17 H 3.101 2.267 -4.265
18 H 1.838 -1.324 5.354
19 C 0.174 3.925 1.066
20 Cl 9.996 3.599 1.149
21 Cl 7.471 2.564 -0.880
22 H 0.174 4.995 1.220
23 C -0.627 1.906 0.255
24 H 8.629 5.499 1.030
25 H 2.151 -2.016 6.948
26 H -2.641 -0.450 4.291
27 C 7.420 3.898 0.300
28 C 8.741 4.616 0.402
29 Cl -5.510 -5.587 -3.324
30 H 2.816 -3.520 5.025
31 Cl -0.151 -1.870 6.469
32 H -4.858 -0.424 3.063
33 Cl -3.480 -2.021 -4.503
34 H -3.540 -5.211 -4.569
35 C 3.036 1.388 -3.630
36 H 4.006 0.540 -1.899
37 Cl 4.226 2.874 -1.667
38 C -4.306 -7.107 -5.253
39 H -5.046 -0.286 -2.803
40 H -5.122 -2.807 -3.026
41 H 0.512 3.427 1.970
42 H -3.511 -2.893 -2.314
43 H -1.136 0.958 0.328
44 Cl -1.704 -2.328 3.226
45 H 5.096 1.237 -3.099
46 C -3.979 -0.928 2.665
47 H 1.117 -3.610 4.545
48 C -3.058 -1.320 3.790
49 H 6.650 4.592 -0.038
50 H -5.008 -1.146 -1.262
51 C 1.561 -2.122 6.041
52 C -4.493 -5.685 -4.790
53 H -3.795 -7.113 -6.214
54 C -1.139 3.295 0.565
55 C 1.076 3.422 -0.083
56 H 1.189 1.281 -0.426
57 H -1.253 3.714 -0.443
58 H -3.609 -1.907 4.523
59 C -4.460 -0.961 -2.185
60 Cl -3.202 0.213 1.521
61 H 9.099 4.930 -0.575
62 H 7.117 3.486 1.259
63 H -3.704 3.654 0.524
64 O -2.680 4.865 2.230

An isolated molecule of C16H33ClN2O4S in a non-equilibrium geometry. Source: the OMol25 dataset; level of theory: wB97M-V/def2-TZVPD.

As for the SMILES: C=CC[C@@](Cl)(O[C@@](C)(CCCN)OC[C@@H](C)O)[C@H](S)NCCCO. The calculation puts the orbital gap at 8.174 eV. The charge is 0. As for the lowest unoccupied orbital energy: 0.26 eV.

Cartesian coordinates (Å):
1 H 2.172 2.662 2.157
2 O -1.215 -1.518 1.543
3 H 0.856 1.031 -2.446
4 C 1.643 -0.353 -4.140
5 H -0.640 2.193 0.518
6 H -1.256 2.716 2.222
7 O -1.981 0.715 1.532
8 O -0.245 -1.533 -5.536
9 H -0.498 0.265 -3.663
10 H 3.494 0.900 2.008
11 H -0.919 -0.766 -5.577
12 C 0.483 0.092 -3.051
13 H 0.473 -6.249 -0.397
14 H 1.836 -1.678 -5.985
15 H 1.851 -1.937 0.464
16 H 0.003 1.994 3.837
17 C -0.530 -1.857 0.319
18 H 1.099 -3.842 -1.566
19 C 1.062 -0.862 -5.585
20 H -2.347 -1.474 -2.587
21 H 2.518 2.914 3.998
22 C 0.922 -2.666 0.536
23 C 0.864 1.257 3.562
24 H 0.921 -3.053 1.665
25 S -2.241 -0.561 -1.518
26 C 1.166 -5.411 0.089
27 H -3.352 3.464 1.450
28 O -3.839 1.911 0.068
29 H -2.434 -1.065 3.665
30 H -3.791 1.832 -0.932
31 H -0.145 0.346 -0.521
32 H 0.987 0.859 1.264
33 H -1.346 4.497 -0.187
34 H 1.405 -1.245 -1.805
35 C -0.454 -0.728 -0.858
36 H 1.084 0.073 -6.325
37 C -2.355 3.977 -0.539
38 C -1.475 -0.359 3.701
39 H 2.297 0.614 -4.359
40 H 2.382 -1.173 -3.752
41 C -2.810 2.864 0.574
42 C -0.990 -0.195 2.098
43 H -2.148 3.536 -1.604
44 N 0.384 -1.090 -2.063
45 C 0.543 0.330 2.206
46 H 4.333 1.734 3.172
47 H 1.952 -5.743 0.892
48 Cl -1.618 -3.214 -0.449
49 C 2.252 2.085 3.198
50 H -1.799 0.661 4.174
51 H 1.046 0.555 4.500
52 H -0.672 -0.950 4.339
53 H 1.227 -0.633 2.385
54 H -3.155 4.860 -0.613
55 C -1.516 2.069 1.283
56 C 1.053 -4.002 -0.405
57 N 3.462 1.147 3.040